No. 1
Molecular formula: C2H7N5
Method: DFT, ωB97M-V/def2-TZVPD

**Energy relative to the best compared isomer or geometry (same formula, charge and spin)**: 94.6 kcal per mole
**Molecular weight**: 101.1 g mol⁻¹
**Largest force on an atom**: 3.486 eV Å⁻¹
**Calculated total energy**: -9633.93707 eV
**Gap between HOMO and LUMO**: 9.72 eV
**Net charge**: 0

CARTESIAN COORDINATES (ANGSTROEM)
C -1.96631 1.09262 -0.66159
C -1.70595 -1.13990 -0.02898
N 4.56171 -0.22303 -0.75357
N 3.61378 -0.05699 -0.16396
N -1.36407 0.24718 0.03716
N 2.63009 -0.25708 0.48184
N 1.70746 0.70976 0.88497
H -2.76773 0.85906 -1.37411
H -1.68240 2.13072 -0.56506
H -2.38249 -1.38551 -0.85605
H -0.78603 -1.71998 -0.11694
H -2.17678 -1.41222 0.91689
H 0.84415 0.62475 0.34097
H 1.47457 0.53062 1.85843

---

No. 2
Molecular formula: C2H7N5
Method: DFT, ωB97M-V/def2-TZVPD

**Energy relative to the best compared isomer or geometry (same formula, charge and spin)**: 77.2 kcal per mole
**Molecular weight**: 101.1 g mol⁻¹
**Largest force on an atom**: 4.598 eV Å⁻¹
**Calculated total energy**: -9612.93757 eV
**Gap between HOMO and LUMO**: 7.67 eV
**Net charge**: +2

CARTESIAN COORDINATES (ANGSTROEM)
C 0.50056 -0.92274 1.57457
C -0.65791 -1.27205 -0.54880
N 0.83132 -2.13588 1.93670
N 0.79954 -3.31655 1.57004
N 0.85997 -4.39915 1.34490
N -0.16839 -0.58779 0.51650
N -0.10201 1.35941 0.14623
H 0.68500 -0.17145 2.30089
H 0.02838 -1.44734 -1.42021
H -1.18518 -2.23011 -0.18366
H -1.61057 -0.57840 -0.78283
H -0.12623 2.02955 0.88732
H -1.01807 1.49541 -0.27038
H 0.48763 1.41338 -0.64602

---

No. 3
Molecular formula: C2H7NO
Method: DFT, ωB97M-V/def2-TZVPD

**Energy relative to the best compared isomer or geometry (same formula, charge and spin)**: 21.3 kcal per mole
**SMILES**: C=NC.O
**Molecular weight**: 61.1 g mol⁻¹
**Largest force on an atom**: 1.181 eV Å⁻¹
**Calculated total energy**: -5724.31583 eV
**Gap between HOMO and LUMO**: 11.29 eV
**Net charge**: 0

CARTESIAN COORDINATES (ANGSTROEM)
C -0.90720 1.25555 -0.60125
N -0.04334 0.52678 -0.07202
C 1.35157 0.73665 -0.40204
H -1.96984 1.10704 -0.38597
H -0.71557 2.07670 -1.28631
H 1.94112 0.81614 0.51484
H 1.51845 1.62043 -1.02323
H 1.69943 -0.13332 -0.96263
O -0.53714 -2.24619 0.84567
H -0.20298 -2.28161 1.74681
H -0.33336 -1.34797 0.53555

---

No. 4
Molecular formula: C2H7NO
Method: DFT, ωB97M-V/def2-TZVPD

**Energy relative to the best compared isomer or geometry (same formula, charge and spin)**: 164.0 kcal per mole
**Molecular weight**: 61.1 g mol⁻¹
**Largest force on an atom**: 3.506 eV Å⁻¹
**Calculated total energy**: -5718.13045 eV
**Gap between HOMO and LUMO**: 4.94 eV
**Net charge**: 0

CARTESIAN COORDINATES (ANGSTROEM)
O 1.40462 -2.45362 0.69580
H 1.68967 -3.20593 1.22125
C -1.06830 0.80120 0.02870
C -0.47581 1.63460 -0.94136
N 0.01489 -0.17680 0.27026
H -2.06045 0.76979 0.49145
H 0.26259 2.46688 -0.83927
H -0.77199 1.59469 -1.93404
H 0.53188 -0.43169 -0.54951
H 0.69664 0.18102 0.93244
H -0.22374 -1.18015 0.62427

---

No. 5
Molecular formula: C2H7NO
Method: DFT, ωB97M-V/def2-TZVPD

**Energy relative to the best compared isomer or geometry (same formula, charge and spin)**: 34.3 kcal per mole
**SMILES**: C=CN.O
**Molecular weight**: 61.1 g mol⁻¹
**Largest force on an atom**: 2.605 eV Å⁻¹
**Calculated total energy**: -5723.75544 eV
**Gap between HOMO and LUMO**: 9.18 eV
**Net charge**: 0

CARTESIAN COORDINATES (ANGSTROEM)
C -0.36725 0.03707 0.48388
C 0.82035 -0.31523 1.03919
N 1.66962 0.52073 1.75449
H -1.12757 0.65237 0.95057
H -0.83891 -0.79231 -0.03138
H 1.15387 -1.30140 0.73269
H 1.30628 1.45659 1.65905
H 2.60543 0.59274 1.36472
O -1.40705 -0.29396 -2.44301
H -2.02906 0.42661 -2.52019
H -1.78570 -0.98320 -2.99000

---

No. 6
Molecular formula: C2H7NO
Method: DFT, ωB97M-V/def2-TZVPD

**Energy relative to the best compared isomer or geometry (same formula, charge and spin)**: 44.5 kcal per mole
**SMILES**: C=CO.N
**Molecular weight**: 61.1 g mol⁻¹
**Largest force on an atom**: 2.025 eV Å⁻¹
**Calculated total energy**: -5723.31364 eV
**Gap between HOMO and LUMO**: 10.20 eV
**Net charge**: 0

CARTESIAN COORDINATES (ANGSTROEM)
C -0.41992 -2.25042 -0.39381
C 0.02704 -1.37161 0.48765
O 0.83338 -0.33602 0.23846
H -0.71305 -3.23369 -0.06954
H -0.27184 -2.06539 -1.44905
H -0.31601 -1.46818 1.51927
H 0.73575 0.58003 -0.02053
N 0.24080 2.74577 -0.01069
H -0.02237 2.04000 0.67724
H -0.69337 3.11484 -0.16052
H 0.59959 2.24467 -0.81848

---

No. 7
Molecular formula: C2H7NO
Method: DFT, ωB97M-V/def2-TZVPD

**Energy relative to the best compared isomer or geometry (same formula, charge and spin)**: 27.3 kcal per mole
**SMILES**: NCCO
**Molecular weight**: 61.1 g mol⁻¹
**Largest force on an atom**: 3.722 eV Å⁻¹
**Calculated total energy**: -5724.05893 eV
**Gap between HOMO and LUMO**: 10.43 eV
**Net charge**: 0

CARTESIAN COORDINATES (ANGSTROEM)
N -1.33721 -0.68332 0.11568
C -0.55123 0.47313 -0.22613
C 0.82466 0.52433 0.21921
O 1.37009 -0.85173 0.04353
H -1.32654 -0.69413 1.17613
H -0.90431 -1.54762 -0.19870
H -1.18383 1.28659 0.16386
H -0.73244 0.51432 -1.29426
H 1.01554 0.87289 1.31400
H 1.41992 1.13352 -0.40479
H 1.40534 -1.02798 -0.90853

---

No. 8
Molecular formula: C2H7NO
Method: DFT, ωB97M-V/def2-TZVPD

**Energy relative to the best compared isomer or geometry (same formula, charge and spin)**: 32.5 kcal per mole
**SMILES**: C=CO.N
**Molecular weight**: 61.1 g mol⁻¹
**Largest force on an atom**: 5.049 eV Å⁻¹
**Calculated total energy**: -5723.83197 eV
**Gap between HOMO and LUMO**: 9.59 eV
**Net charge**: 0

CARTESIAN COORDINATES (ANGSTROEM)
C -0.26793 -1.80842 -1.71503
C 0.28526 -0.64794 -1.16075
O 0.91040 -0.52896 0.06276
H -0.44503 -1.49847 -2.71940
H -0.06392 -2.78519 -1.25700
H 0.15614 0.26508 -1.65999
H 0.44236 0.11683 0.58123
N -0.16526 1.61023 1.72992
H -1.16800 1.84288 1.68918
H 0.36305 2.42609 1.86715
H -0.04707 1.00787 2.58193

---

No. 9
Molecular formula: C2H7NO
Method: DFT, ωB97M-V/def2-TZVPD

**Energy relative to the best compared isomer or geometry (same formula, charge and spin)**: 58.5 kcal per mole
**Molecular weight**: 61.1 g mol⁻¹
**Largest force on an atom**: 5.377 eV Å⁻¹
**Calculated total energy**: -5713.97435 eV
**Gap between HOMO and LUMO (spin up / spin down)**: 12.07 / 4.86 eV
**⟨S²⟩**: 0.75
**Spin multiplicity**: 2
**Net charge**: +1

CARTESIAN COORDINATES (ANGSTROEM)
C 0.06967 -0.90643 -0.20086
O 0.30248 -1.97433 0.62894
C -0.22500 0.51038 0.33229
N -0.21179 1.52697 -0.75014
H -0.72366 -1.21099 -0.90472
H 0.87340 -0.84466 -0.93906
H -0.33019 -2.00227 1.36489
H 0.58141 0.77675 1.02726
H -1.14653 0.54821 0.92416
H 0.17512 2.32239 -0.22029
H 0.63509 1.25398 -1.26247

---

No. 10
Molecular formula: C2H7NO2
Method: DFT, ωB97M-V/def2-TZVPD

**Energy relative to the best compared isomer or geometry (same formula, charge and spin)**: 16.3 kcal per mole
**SMILES**: CC(N)=O.O
**Molecular weight**: 77.1 g mol⁻¹
**Largest force on an atom**: 3.428 eV Å⁻¹
**Calculated total energy**: -7772.81798 eV
**Gap between HOMO and LUMO**: 10.02 eV
**Net charge**: 0

CARTESIAN COORDINATES (ANGSTROEM)
C -1.33047 0.31546 0.04398
C -0.50354 -0.91370 -0.34524
N 0.88195 -0.71676 -0.39451
O -0.83912 -2.03169 -0.59290
H -1.33756 0.98063 -0.90577
H -0.84774 0.95981 0.71904
H -2.35125 -0.00342 0.26599
H 1.32994 0.15616 -0.12372
H 1.47223 -1.46963 -0.62261
O 1.22781 2.35809 0.99243
H 2.04665 2.10873 1.34561
H 1.40866 3.26336 0.69442

---

No. 11
Molecular formula: C2H7NO2
Method: DFT, ωB97M-V/def2-TZVPD

**Energy relative to the best compared isomer or geometry (same formula, charge and spin)**: 23.2 kcal per mole
**SMILES**: CC(N)=O.O
**Molecular weight**: 77.1 g mol⁻¹
**Largest force on an atom**: 4.584 eV Å⁻¹
**Calculated total energy**: -7772.51783 eV
**Gap between HOMO and LUMO**: 10.26 eV
**Net charge**: 0

CARTESIAN COORDINATES (ANGSTROEM)
C 0.52115 -0.05397 1.48608
C 1.44152 0.16482 0.38460
N 0.86971 0.69908 -0.78385
O 2.68336 0.02007 0.48433
H -0.22470 0.78476 1.48760
H 0.03698 -1.05076 1.48639
H 1.09752 0.09989 2.41108
H -0.21038 0.71501 -0.70546
H 1.43159 0.62844 -1.72194
O -2.49199 -0.33850 -1.61023
H -1.82697 -0.99761 -1.52956
H -3.32781 -0.67124 -1.38905

---

No. 12
Molecular formula: C2H7NO2
Method: DFT, ωB97M-V/def2-TZVPD

**Energy relative to the best compared isomer or geometry (same formula, charge and spin)**: 111.0 kcal per mole
**SMILES**: CN(O)CO
**Molecular weight**: 77.1 g mol⁻¹
**Largest force on an atom**: 6.073 eV Å⁻¹
**Calculated total energy**: -7768.71412 eV
**Gap between HOMO and LUMO**: 11.02 eV
**Net charge**: 0

CARTESIAN COORDINATES (ANGSTROEM)
C 0.06495 -1.04984 0.89935
N -0.22991 -0.35108 -0.34647
O -1.74285 0.37120 -0.01543
C 0.16936 0.99028 -0.38464
O 1.70337 0.49537 -0.66285
H -0.73236 -1.77512 1.07448
H 1.00285 -1.59481 0.77637
H 0.13737 -0.39191 1.76999
H -2.21328 0.15969 -0.83865
H -0.09276 1.53466 -1.28704
H 0.25136 1.55413 0.54227
H 1.68191 0.05741 -1.52739

---

No. 13
Molecular formula: C2H7NO2
Method: DFT, ωB97M-V/def2-TZVPD

**Energy relative to the best compared isomer or geometry (same formula, charge and spin)**: 7.0 kcal per mole
**SMILES**: CC(N)=O.O
**Molecular weight**: 77.1 g mol⁻¹
**Largest force on an atom**: 0.828 eV Å⁻¹
**Calculated total energy**: -7773.22192 eV
**Gap between HOMO and LUMO**: 9.87 eV
**Net charge**: 0

CARTESIAN COORDINATES (ANGSTROEM)
C -1.32078 0.88463 -0.35423
C -1.32647 -0.55426 0.10592
N -0.19657 -0.97800 0.74931
O -2.30418 -1.25921 0.00408
H -1.72811 0.89548 -1.36910
H -0.31892 1.29514 -0.30677
H -2.03583 1.41969 0.26182
H 0.73332 -0.66064 0.51893
H -0.23794 -1.93523 1.06419
O 2.59696 0.11063 -0.10735
H 3.42648 0.18803 0.37090
H 2.71205 0.59372 -0.93770

---

No. 14
Molecular formula: C2H7NO2
Method: DFT, ωB97M-V/def2-TZVPD

**Energy relative to the best compared isomer or geometry (same formula, charge and spin)**: 78.8 kcal per mole
**Molecular weight**: 77.1 g mol⁻¹
**Largest force on an atom**: 0.289 eV Å⁻¹
**Calculated total energy**: -7770.10911 eV
**Gap between HOMO and LUMO**: 6.03 eV
**Net charge**: 0

CARTESIAN COORDINATES (ANGSTROEM)
N -1.22471 -1.40186 0.81978
H -2.00698 -1.76021 0.27804
H -1.20464 -1.86124 1.72721
H -0.32348 -1.51645 0.32000
H -1.27077 -0.36729 0.87778
O 2.52448 1.17264 -1.19359
C 1.38768 1.61084 -0.99384
O 0.83092 2.68355 -1.23999
C 0.46311 0.55188 -0.25582
H -0.55754 0.93803 -0.15103
H 0.47525 -0.33777 -0.89733
H 0.90666 0.28789 0.70878

---

No. 15
Molecular formula: C2H7NO2
Method: DFT, ωB97M-V/def2-TZVPD

**Energy relative to the best compared isomer or geometry (same formula, charge and spin)**: 39.7 kcal per mole
**SMILES**: NCC=O.O
**Molecular weight**: 77.1 g mol⁻¹
**Largest force on an atom**: 1.131 eV Å⁻¹
**Calculated total energy**: -7771.80444 eV
**Gap between HOMO and LUMO**: 10.56 eV
**Net charge**: 0

CARTESIAN COORDINATES (ANGSTROEM)
N 0.27475 -2.54810 0.25908
C 0.29672 -1.21262 -0.34196
C -0.96691 -0.40966 -0.03364
O -1.08254 0.70020 -0.47538
H 1.19466 -2.87738 0.54184
H -0.03184 -3.15817 -0.49069
H 1.17310 -0.67443 0.03902
H 0.39331 -1.08950 -1.42791
H -1.75024 -0.93137 0.54990
O 0.45313 3.99317 0.71586
H -0.48930 3.82874 0.83875
H 0.53516 4.37911 -0.17487

---

No. 16
Molecular formula: C2H7NO2S2
Method: DFT, ωB97M-V/def2-TZVPD

**Energy relative to the best compared isomer or geometry (same formula, charge and spin)**: 131.8 kcal per mole
**Molecular weight**: 141.2 g mol⁻¹
**Largest force on an atom**: 3.789 eV Å⁻¹
**Calculated total energy**: -29438.01111 eV
**Gap between HOMO and LUMO (spin up / spin down)**: 5.37 / 5.50 eV
**Net charge**: 0

CARTESIAN COORDINATES (ANGSTROEM)
C 0.55669 -1.20916 0.78835
C -1.06290 1.68872 -0.95681
N 1.86535 -0.66314 0.94012
O 1.73254 0.38366 -1.44480
O 3.51355 1.07189 0.04551
S -1.07545 1.33429 0.78246
S 2.13932 0.75529 -0.10319
H 0.51894 -1.50386 -0.23793
H 0.65765 -2.21348 1.30023
H -0.11393 -0.35558 1.04237
H -0.63406 2.59111 -1.18820
H -2.10965 1.46538 -1.46501
H -0.25298 1.15370 -1.56980
H 2.35254 -0.40900 1.77655

---

No. 17
Molecular formula: C2H7NO2Si
Method: DFT, ωB97M-V/def2-TZVPD

**Energy relative to the best compared isomer or geometry (same formula, charge and spin)**: 112.4 kcal per mole
**Molecular weight**: 105.2 g mol⁻¹
**Largest force on an atom**: 3.530 eV Å⁻¹
**Calculated total energy**: -15647.01021 eV
**Gap between HOMO and LUMO (spin up / spin down)**: 8.22 / 7.45 eV
**Net charge**: 0

CARTESIAN COORDINATES (ANGSTROEM)
C -1.35647 -1.32361 -0.53818
C -0.36186 1.45720 0.14424
N 3.31562 -0.26265 -0.08844
O 1.33962 -0.52204 -0.88569
O 3.27316 0.46019 0.77555
Si 0.13158 -0.29558 0.10935
H -2.11804 -0.76520 0.10068
H -1.48504 -1.12950 -1.60154
H -1.30944 -2.39266 -0.25064
H 0.29232 2.32112 0.05968
H -1.16224 1.61735 -0.56687
H -0.87458 1.60406 1.14775
H 0.31538 -0.76869 1.59411

---

No. 18
Molecular formula: C2H7NO2Si
Method: DFT, ωB97M-V/def2-TZVPD

**Energy relative to the best compared isomer or geometry (same formula, charge and spin)**: 154.2 kcal per mole
**Molecular weight**: 105.2 g mol⁻¹
**Largest force on an atom**: 4.690 eV Å⁻¹
**Calculated total energy**: -15645.19658 eV
**Gap between HOMO and LUMO**: 11.11 eV
**Net charge**: 0

CARTESIAN COORDINATES (ANGSTROEM)
C -1.08477 -0.97209 -0.46499
C 0.06941 0.01074 -0.48492
N 1.32556 -0.69597 -0.21458
O 1.28038 -1.82539 0.20954
O 2.32558 -0.02171 -0.31072
Si -0.01944 1.41944 0.88227
H -0.70592 -1.75216 -1.12241
H -1.97932 -0.39870 -0.73710
H -1.24110 -1.19581 0.49381
H 0.31879 0.58292 -1.80398
H 0.82865 2.50053 0.43316
H -1.49298 1.79059 0.98919
H 0.37514 0.55761 2.13074

---

No. 19
Molecular formula: C2H7NO2Si
Method: DFT, ωB97M-V/def2-TZVPD

**Energy relative to the best compared isomer or geometry (same formula, charge and spin)**: 115.9 kcal per mole
**Molecular weight**: 105.2 g mol⁻¹
**Largest force on an atom**: 3.445 eV Å⁻¹
**Calculated total energy**: -15646.85600 eV
**Gap between HOMO and LUMO**: 10.27 eV
**Net charge**: 0

CARTESIAN COORDINATES (ANGSTROEM)
C 0.73627 1.60961 -0.33835
C 0.70199 -1.65389 -0.16367
N -1.77222 0.07388 0.04895
O -2.35558 -0.97166 -0.18232
O -2.31232 1.16547 0.10650
Si 0.03921 0.01863 0.39481
H 1.81708 1.56458 -0.44344
H 0.30904 1.80663 -1.32257
H 0.49730 2.46376 0.29093
H 1.77889 -1.62705 -0.31057
H 0.49272 -2.41348 0.58481
H 0.24306 -1.98255 -1.09195
H -0.17545 -0.05392 2.42687

---

No. 20
Molecular formula: C2H7NO4
Method: DFT, ωB97M-V/def2-TZVPD

**Energy relative to the best compared isomer or geometry (same formula, charge and spin)**: 0.0 kcal per mole
**SMILES**: O=CNC=O.O.O
**Molecular weight**: 109.1 g mol⁻¹
**Largest force on an atom**: 0.746 eV Å⁻¹
**Calculated total energy**: -11868.34030 eV
**Gap between HOMO and LUMO**: 11.15 eV
**Net charge**: 0

CARTESIAN COORDINATES (ANGSTROEM)
O 0.61974 -1.59537 -0.28070
C -0.37250 -1.17840 0.26361
N -0.71995 0.13770 0.28299
C -1.85499 0.59746 0.93371
O -2.61544 -0.09699 1.54440
H -1.07853 -1.85488 0.76856
H -0.11003 0.82585 -0.16816
H -1.97228 1.69484 0.81631
O 2.59912 -0.30942 -1.24779
H 1.89345 -0.87450 -0.86120
H 3.40423 -0.84261 -1.22875
O 1.11294 1.94322 -0.92063
H 1.58056 2.77428 -0.80413
H 1.81194 1.27858 -1.05011